# 1
148
Properties=species:S:1:pos:R:3:forces:R:3:mulliken_charge:R:1 method="wB97M-V/def2-TZVPD" total_charge=+1 s2=2.005 multiplicity=3 mol_weight_g_mol=878.6 e_above_lowest_kj_mol=694.8 total_energy_ev=-71646.139 homo_lumo_gap_ev="6.540 / 5.439"
Pd 1.13837 3.85496 3.57600 0.119 -0.166 0.117 0.71
C -1.78226 0.66321 -0.99424 0.180 -0.156 0.314 -1.22
C -0.84794 0.58096 0.23959 0.518 0.436 -0.490 0.75
C 0.19478 -0.53884 0.11829 -0.099 -0.914 0.362 -1.23
O -0.24590 1.76239 0.68009 -0.486 -0.401 -0.518 -0.37
H -1.20004 0.68230 -1.91552 0.022 0.119 0.006 0.28
H -2.50515 1.47897 -1.00291 0.356 0.281 0.272 0.33
H -2.40201 -0.23287 -1.02648 0.167 -0.223 0.014 0.38
H -1.44309 0.32631 1.11654 -0.400 -0.073 0.451 0.07
H -0.27091 -1.52092 0.20062 -0.463 0.004 -0.240 0.37
H 0.87026 -0.56752 0.97328 0.213 0.533 -0.124 0.32
H 0.74451 -0.57838 -0.82209 0.039 0.481 0.044 0.32
C 1.32971 -6.04800 -3.99705 -0.118 -0.527 -0.801 -1.40
C 2.19558 -7.29498 -4.30597 -0.808 2.718 -0.106 0.43
C 3.66006 -6.94082 -4.41466 0.491 -0.946 -1.265 -0.56
O 3.93779 -6.02476 -5.45592 -0.254 0.331 0.496 -0.34
C 5.20628 -5.41764 -5.35828 -0.291 0.521 -0.359 -0.77
N 2.01194 -8.24274 -3.27790 0.163 -1.530 0.754 -0.71
H 1.34420 -5.44449 -4.90461 -0.026 0.478 0.293 0.34
H 1.64032 -5.48904 -3.11434 0.447 0.043 -0.107 0.21
H 0.29886 -6.33722 -3.79258 -0.016 -0.205 -0.171 0.40
H 1.87458 -7.72056 -5.25673 -0.094 0.084 -0.064 0.37
H 4.08321 -7.90422 -4.69908 0.691 -0.288 -0.011 0.31
H 4.13272 -6.69802 -3.46295 -0.212 0.576 0.261 0.29
H 5.30298 -4.78731 -4.47429 0.022 -0.317 0.533 0.30
H 5.27624 -4.68997 -6.16680 0.072 -0.327 -0.316 0.28
H 6.01538 -6.14497 -5.42489 0.123 -0.022 0.066 0.31
H 2.33662 -9.12357 -3.65048 -0.104 -0.529 0.227 0.32
H 2.69037 -8.02457 -2.56220 -0.055 -0.055 0.627 0.20
C -0.80704 -4.37113 6.25920 0.651 0.144 -0.275 -1.44
C -0.91909 -3.88566 4.82866 -2.165 0.580 0.046 0.52
C -1.38810 -4.97686 3.87290 2.037 -0.350 -1.184 -0.62
O -0.25544 -5.87396 3.64069 -1.420 -1.179 -0.414 -0.31
C -0.59374 -6.88926 2.64012 0.530 0.452 0.493 -0.80
N -1.89278 -2.73544 4.79935 0.257 0.027 0.019 -0.70
H -1.68468 -4.87997 6.65787 -0.095 0.038 -0.219 0.33
H -0.58612 -3.49557 6.86969 0.077 -0.197 0.221 0.39
H 0.04213 -5.05435 6.24433 -0.059 -0.139 0.493 0.34
H 0.06076 -3.50236 4.54395 -0.114 -0.042 -0.319 0.26
H -1.57443 -4.54754 2.88849 -0.345 0.377 -0.128 0.33
H -2.29697 -5.50379 4.16341 0.052 -0.129 0.464 0.35
H -0.78254 -6.41461 1.67722 -0.096 0.091 -0.069 0.33
H -1.42107 -7.55691 2.88068 -0.492 0.494 0.461 0.32
H 0.21661 -7.60699 2.51245 0.487 0.508 0.197 0.26
H -2.04599 -2.31212 3.89524 0.750 -0.064 -0.489 0.20
H -2.84436 -3.00601 5.00279 -0.035 -0.583 0.664 0.25
C -3.70578 3.38072 6.08577 -0.854 0.992 -0.423 -1.58
C -2.72421 3.88465 5.00271 -1.252 -0.510 0.327 0.29
C -2.66757 5.41924 4.78974 0.848 -2.080 0.223 -0.80
O -1.58639 5.52473 3.86269 -0.562 0.882 -0.473 -0.16
C -1.24551 6.86805 3.50485 0.235 -0.447 0.734 -0.82
N -1.45445 3.24698 5.34062 0.871 0.549 -0.524 -0.37
H -3.65479 2.31370 6.30251 0.262 -0.052 -0.401 0.42
H -4.73026 3.58204 5.77272 -0.160 0.047 0.152 0.37
H -3.55030 3.88349 7.04031 0.095 0.192 0.052 0.45
H -3.06899 3.50952 4.03912 0.172 -0.182 -0.103 0.25
H -2.48929 5.95310 5.72317 0.253 0.228 0.064 0.36
H -3.65665 5.67704 4.41111 0.135 0.495 -0.395 0.36
H -2.10671 7.47566 3.22694 -0.053 -0.090 -0.097 0.30
H -0.51560 6.83232 2.69612 -0.196 -0.065 -0.101 0.23
H -0.75419 7.29402 4.37964 -0.004 0.492 -0.002 0.34
H -1.64624 2.26074 5.23742 0.297 -0.320 -0.025 0.24
H -1.44997 3.38919 6.34055 0.909 -0.154 0.408 0.25
C 2.10396 4.32922 -5.51115 -0.720 -0.635 0.783 -1.29
C 1.81673 3.46122 -4.23454 1.047 -0.816 -2.631 0.52
C 3.11474 2.68501 -3.88708 -0.778 -1.619 0.035 -0.67
O 3.67391 1.80546 -4.96467 -0.192 1.631 1.224 -0.34
C 2.89100 0.80270 -5.58548 -0.143 0.379 -0.670 -0.69
N 1.22690 4.26255 -3.21883 0.764 1.043 1.430 -0.73
H 2.32022 3.72095 -6.38941 0.020 -0.074 0.142 0.32
H 2.94148 5.00672 -5.34491 -0.041 -0.022 0.144 0.32
H 1.20706 4.91401 -5.71536 0.033 0.163 -0.170 0.38
H 1.04398 2.71100 -4.40228 0.268 -0.559 -1.115 0.27
H 2.89088 2.01921 -3.05359 -0.256 -0.323 0.234 0.27
H 3.88835 3.32127 -3.45719 0.338 0.160 -0.884 0.36
H 2.66059 -0.09825 -5.01688 -0.079 0.233 0.683 0.29
H 3.45751 0.43670 -6.44176 0.405 0.150 0.106 0.25
H 1.99036 1.19981 -6.05371 -0.342 0.093 0.324 0.28
H 0.36247 4.63046 -3.58964 -0.135 0.104 0.166 0.23
H 1.00659 3.67150 -2.43002 -0.241 0.079 0.241 0.25
C -3.87175 4.93135 -7.59659 -0.511 -0.661 -0.848 -1.45
C -3.83098 4.65001 -6.13460 -0.042 0.585 0.925 0.60
C -3.68210 5.84768 -5.17529 1.216 0.527 -1.310 -0.84
O -3.43240 5.35552 -3.90132 -0.286 -1.220 0.183 -0.23
C -3.36371 6.35972 -2.96808 -0.388 0.350 1.345 -0.85
N -5.03072 3.92157 -5.68404 0.698 -0.086 0.231 -0.80
H -3.91105 3.96450 -8.09835 -0.197 -0.203 0.036 0.36
H -3.00981 5.39145 -8.07978 -0.122 0.610 0.493 0.37
H -4.83310 5.39203 -7.82391 0.223 0.506 -0.343 0.30
H -2.98548 3.99406 -5.92735 0.137 -0.040 0.121 0.20
H -4.51425 6.55141 -5.15528 -0.618 -0.198 -0.233 0.33
H -2.81700 6.46770 -5.41039 0.321 0.189 -0.583 0.45
H -3.16556 5.88216 -2.00851 0.594 0.175 -0.003 0.23
H -4.31719 6.85640 -2.78836 -0.428 0.177 -0.386 0.37
H -2.65336 7.13883 -3.24466 0.383 -0.021 0.157 0.31
H -4.82198 4.00103 -4.69904 -0.613 -0.937 0.718 0.36
H -5.83440 4.52881 -5.75790 -0.328 0.237 -0.488 0.27
C 6.13167 3.80781 1.52961 1.184 -0.744 -0.048 -1.51
C 4.80916 3.28490 2.02174 -0.304 -0.976 -0.305 0.35
C 4.98573 2.34746 3.22958 -0.500 -0.103 0.539 -0.91
O 3.71221 1.88316 3.75944 0.647 0.542 -0.736 -0.19
C 3.82682 1.00117 4.86012 -0.016 -0.232 0.257 -0.77
N 3.98293 4.39594 2.37911 -1.751 1.243 1.684 -0.42
H 6.65146 3.07424 0.91334 -0.055 0.053 -0.229 0.37
H 6.80598 3.95710 2.37289 0.021 0.296 0.172 0.40
H 6.05620 4.75072 0.98802 -0.150 -0.166 -0.080 0.41
H 4.28207 2.71663 1.25536 0.066 -0.037 -0.167 0.29
H 5.53519 2.83737 4.03344 -0.109 0.561 0.239 0.41
H 5.66157 1.52817 2.98441 -0.312 -0.417 -0.417 0.42
H 4.54497 1.33920 5.60718 0.157 0.240 -0.017 0.31
H 4.10244 -0.01437 4.57584 0.157 -0.031 -0.310 0.30
H 2.85955 0.92649 5.35701 -0.082 0.172 -0.159 0.24
H 3.85881 5.11990 1.68589 -0.041 -0.470 -0.842 0.22
H 4.52130 4.91577 3.05736 -0.094 0.136 0.746 0.24
C 5.82497 -5.23229 0.23417 0.482 -1.216 0.085 -1.56
C 4.63787 -6.10678 0.74827 1.855 0.514 -0.104 0.70
C 5.08750 -7.60426 1.17214 -0.983 2.820 0.625 -0.81
O 5.37400 -8.42039 0.07101 -0.422 1.348 0.228 -0.23
C 5.65917 -9.69346 0.50937 0.530 -1.690 -0.269 -0.81
N 4.12203 -5.29077 1.86437 -0.099 -1.750 0.275 -0.73
H 6.48767 -4.89455 1.03095 -0.447 -0.022 0.590 0.42
H 5.50281 -4.32760 -0.28145 -0.095 -0.244 -0.327 0.38
H 6.52713 -5.83993 -0.33665 -0.314 0.142 -0.756 0.35
H 3.89342 -6.17778 -0.04474 -0.010 -0.339 -0.233 0.18
H 4.30352 -7.98321 1.82780 -0.701 -0.494 -0.379 0.38
H 5.88199 -7.51868 1.91346 0.848 0.059 -0.373 0.35
H 6.52038 -9.73380 1.17630 0.137 0.174 0.222 0.32
H 5.90655 -10.31705 -0.34973 0.014 0.139 -0.137 0.25
H 4.82378 -10.19026 1.00274 -0.298 0.167 0.219 0.33
H 3.96222 -4.34009 1.56308 -0.150 -0.071 -0.081 0.25
H 3.25540 -5.72806 2.14336 -0.404 0.477 0.380 0.21
C -7.30785 0.32671 0.14150 1.725 0.082 -1.163 -1.45
C -7.06793 1.29596 1.29777 -4.201 0.685 -0.494 0.43
C -7.50538 2.78580 0.93584 2.268 -0.592 -0.164 -0.67
O -7.27335 3.61557 2.08553 -1.105 0.600 0.052 -0.25
C -7.67282 4.98990 1.88132 0.814 0.001 -0.377 -0.81
N -8.04795 0.83411 2.31032 1.054 0.187 1.576 -0.77
H -6.75576 0.64239 -0.74374 0.091 0.299 -0.243 0.37
H -8.31747 0.14562 -0.22724 -0.221 0.346 0.663 0.33
H -6.84423 -0.63838 0.34588 -0.285 -0.098 0.397 0.37
H -6.05193 1.25198 1.69008 -0.143 0.091 -0.016 0.30
H -8.49255 2.89340 0.48640 -0.459 -0.372 0.578 0.37
H -6.84053 3.08915 0.12711 0.360 0.460 -0.198 0.31
H -7.00284 5.39864 1.12491 -0.330 0.107 -0.550 0.31
H -7.51553 5.68027 2.71002 0.392 -0.875 0.780 0.28
H -8.72102 5.18170 1.65196 -0.135 -0.687 -0.489 0.32
H -7.99121 1.51089 3.05788 0.225 -0.047 0.633 0.29
H -9.02001 0.94971 2.06168 -0.012 -0.178 -0.979 0.28


# 2
132
Properties=species:S:1:pos:R:3:forces:R:3:mulliken_charge:R:1 method="wB97M-V/def2-TZVPD" total_charge=-1 mol_weight_g_mol=879.0 e_above_lowest_kj_mol=0.0 total_energy_ev=-104571.075 homo_lumo_gap_ev=9.403
C -0.09844 -2.77292 1.18381 1.982 1.773 -0.866 0.35
F -1.23194 -2.44794 0.58794 -0.755 -0.357 0.343 0.07
F -0.24767 -3.32870 2.35597 -0.746 -0.791 0.305 -0.11
F 0.56423 -3.60118 0.36047 -0.084 -0.434 0.086 -0.13
S 0.93730 -1.20726 1.46846 1.556 -1.497 -0.644 0.69
O 0.38333 -0.76881 2.72286 -0.498 0.848 -0.625 -0.54
O 2.31249 -1.64530 1.57550 -0.717 0.082 -0.747 -0.64
N 0.69861 -0.38172 -0.00876 -0.016 -1.600 2.997 -0.50
S -0.21966 0.80356 0.45012 -0.499 2.868 -0.896 1.82
O -1.55690 0.48947 0.89583 0.223 0.020 -0.134 -0.94
O 0.55433 1.77913 1.21637 -0.745 -0.225 -0.006 -0.73
C -0.47005 1.77311 -1.16765 1.268 -0.696 0.888 -0.11
F -1.09376 2.91607 -0.84054 -0.304 -0.318 -0.198 -0.19
F 0.72025 2.09803 -1.66701 -0.346 -0.077 -0.083 0.19
F -1.15558 1.08785 -2.07484 -0.288 0.287 0.078 -0.06
C 1.03619 5.79910 -2.05718 0.614 -0.411 0.306 -0.50
C 1.56150 5.34145 -0.70092 -0.433 -0.082 -0.202 -0.15
O 2.83630 4.67747 -0.86569 -0.359 0.645 0.366 -0.58
H -0.02192 6.04782 -2.00928 0.094 -0.023 -0.062 0.28
H 1.16481 4.93483 -2.71115 -0.219 0.111 -0.299 -0.26
H 1.60559 6.63629 -2.45884 -0.005 0.024 -0.036 0.31
H 0.83934 4.63431 -0.29091 0.048 -0.067 0.190 -0.03
H 1.67856 6.15353 0.01823 -0.115 0.119 -0.091 0.58
H 3.22566 4.76686 0.01107 0.333 -0.300 -0.177 0.31
C 0.40903 -2.94956 5.52818 0.122 -0.737 -1.280 -0.66
C 1.18446 -1.83921 6.15905 0.860 0.318 -0.086 -0.18
O 2.21105 -2.41116 6.99677 -0.517 0.141 0.346 -0.56
H -0.28753 -2.58972 4.76892 -0.163 0.309 0.326 0.03
H -0.09950 -3.67611 6.16103 -0.002 0.418 0.484 0.45
H 1.10781 -3.54469 4.92914 0.080 -0.041 0.162 0.13
H 0.56414 -1.09259 6.66363 -0.064 -0.277 0.391 0.38
H 1.73526 -1.27926 5.39605 -0.434 -0.007 -0.363 0.14
H 2.80709 -1.69404 7.23084 0.029 -0.075 0.055 0.31
C -1.82764 6.83474 0.06360 -0.070 0.664 0.473 -1.12
C -1.95906 5.76779 1.12672 -0.253 -0.302 0.168 0.33
O -0.86710 5.90463 2.01296 0.214 -0.282 0.046 -0.62
H -0.84415 6.78945 -0.40223 -0.215 -0.154 -0.105 0.05
H -1.86659 7.81192 0.55597 0.014 -0.014 0.032 0.37
H -2.63550 6.84385 -0.66806 0.088 -0.312 -0.125 0.34
H -2.02862 4.76653 0.69106 0.392 -0.077 -0.152 -0.16
H -2.90102 5.85722 1.68210 -0.107 0.330 -0.037 0.38
H -0.70924 5.04616 2.46836 -0.172 0.206 -0.134 0.48
C -2.54101 -2.43236 -2.59265 0.108 0.527 0.889 -1.12
C -1.08870 -2.88084 -2.61700 0.252 -0.096 -0.376 0.53
O -0.12011 -1.89982 -2.26486 -0.851 -0.250 -0.211 -0.46
H -2.77153 -1.95100 -1.63465 0.052 -0.022 0.006 0.08
H -3.21383 -3.28740 -2.66380 0.026 -0.010 -0.324 0.43
H -2.72795 -1.67782 -3.35797 -0.105 -0.179 -0.143 0.32
H -0.88321 -3.15107 -3.65728 0.300 -0.347 0.178 0.49
H -0.92937 -3.73142 -1.94514 -0.293 -0.298 -0.310 -0.37
H -0.26857 -1.75964 -1.32297 0.441 0.561 -0.061 -0.02
C 4.56259 4.05269 -4.49573 0.425 -1.339 -1.085 -1.41
C 3.20986 3.37639 -4.42663 -1.267 0.133 1.766 -0.16
O 2.99800 2.83404 -3.10245 0.122 0.232 -0.409 -0.20
H 5.33251 3.27434 -4.43936 -0.098 -0.025 0.518 0.33
H 4.70987 4.74263 -3.67144 -0.067 0.303 -0.204 0.28
H 4.77068 4.43338 -5.50148 -0.302 0.716 0.231 0.40
H 2.99354 2.54320 -5.09627 0.650 0.072 -0.265 0.29
H 2.36185 4.06820 -4.53732 0.365 0.350 -0.637 0.28
H 2.68079 3.55805 -2.53588 0.425 -0.454 -0.055 0.01
C -3.12217 3.79405 -3.33921 -0.567 0.128 0.159 -0.47
C -4.05944 2.58998 -3.35933 1.090 0.074 -0.604 0.14
O -5.13643 2.77956 -2.46603 -0.011 -0.253 0.122 -0.55
H -3.67621 4.73545 -3.36791 -0.120 -0.078 -0.234 0.40
H -2.45760 3.74729 -4.20253 0.166 0.041 0.130 0.25
H -2.56522 3.81588 -2.40535 0.185 -0.081 -0.111 -0.22
H -3.42344 1.72790 -3.12326 -0.353 -0.117 0.363 -0.11
H -4.39710 2.39230 -4.38552 -0.326 0.232 0.079 0.31
H -5.33898 1.92762 -2.06914 -0.079 0.092 0.042 0.34
C 0.32660 -7.15965 -3.43490 -0.754 0.576 0.064 -1.23
C 0.96995 -6.27959 -2.38918 0.078 1.085 -0.526 0.17
O 0.21470 -6.41193 -1.18583 0.587 -0.185 0.285 -0.58
H 0.31203 -8.21589 -3.17337 0.462 -0.057 -0.144 0.29
H 0.71505 -6.93483 -4.42735 0.328 -0.401 0.045 0.39
H -0.72929 -6.87381 -3.49530 0.001 0.031 0.051 0.29
H 0.94025 -5.22507 -2.69514 -0.455 -0.054 -0.245 -0.02
H 2.05603 -6.39532 -2.30075 -0.114 -0.850 0.548 0.40
H 0.55119 -5.77340 -0.54275 -0.087 -0.089 -0.082 0.25
C 4.10690 -3.38050 4.37650 0.224 -0.898 0.152 -0.56
C 4.58782 -3.66733 2.95548 0.093 1.414 0.361 -0.17
O 5.66422 -4.60438 2.94065 -0.321 -0.137 -0.044 -0.57
H 3.19274 -2.80181 4.47114 0.039 0.145 -0.363 -0.17
H 4.89065 -2.88573 4.95607 0.002 0.094 -0.041 0.41
H 3.92960 -4.34375 4.86364 -0.102 0.064 0.102 0.34
H 4.95432 -2.72098 2.54409 -0.125 -0.003 -0.240 0.22
H 3.77022 -3.96706 2.30580 0.155 -0.505 0.005 0.17
H 6.38421 -4.16760 3.40523 0.070 -0.147 -0.020 0.32
C -1.81161 1.83804 4.60731 0.099 -1.267 -0.476 -0.85
C -1.91920 2.77602 3.41729 0.255 1.011 1.348 -0.08
O -0.63250 3.39201 3.18498 -0.431 -0.674 -0.855 -0.74
H -2.64391 1.12571 4.62257 -0.184 0.287 0.168 0.21
H -1.68820 2.30722 5.58117 -0.145 0.335 -0.122 0.36
H -0.94910 1.17819 4.46608 0.095 0.144 -0.087 0.07
H -2.57444 3.60727 3.69707 -0.169 -0.049 -0.211 0.44
H -2.32853 2.29429 2.53236 0.241 -0.148 -0.091 0.15
H -0.22170 2.80118 2.51595 0.327 0.348 0.277 0.41
C -4.75310 -3.42444 3.18950 -0.425 -0.221 0.689 -1.11
C -4.07382 -2.15143 2.68523 -0.779 0.282 0.959 0.54
O -4.06246 -1.20125 3.76591 0.353 0.165 -0.141 -0.48
H -5.43047 -3.94016 2.50661 0.597 -0.122 -0.396 0.27
H -5.42531 -3.20124 4.02550 0.076 0.480 -0.043 0.43
H -4.02844 -4.08950 3.66301 -0.008 -0.250 -0.414 0.28
H -4.62600 -1.70737 1.85152 0.340 -0.192 -0.217 0.26
H -3.02347 -2.30969 2.45595 -0.132 0.011 -0.332 -0.52
H -4.94413 -0.82993 3.84840 -0.039 -0.025 -0.001 0.29
C -3.99382 -5.91278 0.76667 0.617 -1.402 0.133 -1.16
C -2.66376 -5.64875 0.05991 -0.815 2.183 0.106 0.41
O -2.61532 -6.13806 -1.25695 0.046 -0.276 0.075 -0.62
H -4.89338 -5.36179 0.49553 0.462 0.489 -0.542 0.27
H -3.80686 -5.70810 1.82081 -0.257 -0.335 0.118 0.25
H -4.24636 -6.96129 0.57585 -0.034 -0.080 0.532 0.36
H -1.76485 -5.91172 0.62419 -0.351 -0.692 0.239 0.31
H -2.62343 -4.54364 0.08680 0.338 0.011 -0.528 -0.15
H -1.69271 -6.40742 -1.38409 -0.027 0.089 -0.214 0.40
C 5.26555 2.14356 1.43324 0.502 -1.391 0.133 -1.31
C 4.00017 1.39919 0.99009 0.270 1.666 -0.507 0.64
O 3.85126 1.62528 -0.41663 -0.105 -0.579 0.485 -0.37
H 5.26733 3.19151 1.13594 -0.267 0.116 0.234 0.30
H 6.12174 1.68690 0.92782 0.034 0.073 -0.026 0.33
H 5.44033 2.00623 2.50602 -0.072 0.384 -0.020 0.37
H 3.17146 1.86032 1.53878 -0.297 -0.440 -0.056 -0.13
H 4.01879 0.32674 1.15440 0.092 -0.006 0.065 0.09
H 3.76906 2.57504 -0.52959 -0.216 0.065 -0.361 0.06
C 0.23714 1.85034 -6.48593 -0.454 0.657 -1.317 -1.25
C 0.24961 1.60739 -4.99074 0.529 -1.430 -0.007 0.90
O 1.03738 0.43956 -4.67425 0.040 0.405 -0.282 -0.47
H 0.50026 0.98404 -7.09788 0.249 -0.197 0.418 0.33
H 0.89773 2.66357 -6.79935 0.248 -0.154 0.190 0.30
H -0.72721 2.14396 -6.92128 -0.178 0.052 0.529 0.37
H -0.74218 1.36958 -4.59477 -0.091 0.786 0.017 0.19
H 0.76901 2.41842 -4.48366 -0.508 0.005 0.276 -0.60
H 0.55790 -0.30692 -5.04820 0.129 -0.114 0.197 0.29